Entry 1:
Entry from OMol25: one molecule with the formula C5H7NO in a non-equilibrium geometry (ωB97M-V/def2-TZVPD).

Relative energy (zero: lowest compared OMol25 entry of this formula, charge and spin) ... 88.4 kcal per mole
SMILES string ... C[C@]12N[C@H]1CC2=O
F_max ... 2.92 eV/Å
Frontier orbital gap ... 9.988 eV
Spin multiplicity ... 1
Highest occupied orbital energy ... -9.122 eV
DFT total energy ... -324.5837 Eh

The geometry in XYZ format:
```
14
C5H7NO (ωB97M-V/def2-TZVPD)
C 1.42927 -0.17978 -1.17978
C 0.52485 0.01613 -0.00967
N 0.86424 -0.74914 1.13329
C -0.66027 -0.78447 0.27840
C -1.60299 0.26330 0.77521
C -0.43092 1.30039 -0.02459
O -0.44169 2.24074 -0.76160
H 0.90468 0.15366 -2.07730
H 1.72888 -1.22905 -1.29293
H 2.32634 0.42045 -1.02791
H 0.48653 -0.43852 2.01595
H -1.00091 -1.64955 -0.29007
H -1.43512 0.59456 1.79525
H -2.69290 0.04129 0.66574
```

***

Entry 2:
Entry from OMol25: C4H3F3O as an isolated structure in a non-equilibrium geometry (ωB97M-V/def2-TZVPD).

Relative energy (zero: lowest compared OMol25 entry of this formula, charge and spin) ... 37.7 kcal per mole
F_max ... 3.49 eV/Å
Frontier orbital gap ... 10.452 eV
Spin multiplicity ... 1
Highest occupied orbital energy ... -9.471 eV
DFT total energy ... -528.9696 Eh

The geometry in XYZ format:
```
11
C4H3F3O (ωB97M-V/def2-TZVPD)
C 0.55532 -0.86937 -0.74782
C -0.14007 -0.19357 -1.68933
C 0.57309 0.43281 -0.00961
C -0.36516 0.36324 1.24925
O -0.14170 1.01717 -1.08992
F -1.48281 1.19407 1.21961
F -0.93049 -0.87320 1.29425
F 0.20577 0.46211 2.44237
H 0.84325 -1.91206 -0.30805
H -0.55917 -0.49563 -2.67320
H 1.44196 0.87442 0.31245
```

***

Entry 3:
Entry from OMol25: one molecule with the formula C2H3N3O2 (ωB97M-V/def2-TZVPD).

Relative energy (zero: lowest compared OMol25 entry of this formula, charge and spin) ... 26.8 kcal per mole
SMILES string ... Nc1noc(=O)[nH]1
F_max ... 0.57 eV/Å
Frontier orbital gap ... 10.045 eV
Spin multiplicity ... 1
Highest occupied orbital energy ... -9.555 eV
DFT total energy ... -392.7508 Eh

The geometry in XYZ format:
```
10
C2H3N3O2 (ωB97M-V/def2-TZVPD)
N 1.65736 -0.11766 -0.81119
C 0.56485 0.15922 -0.01675
N 0.35686 1.28341 0.57773
O -0.95975 1.18999 1.07309
C -1.51112 -0.00430 0.73905
O -2.64211 -0.33676 0.95425
N -0.50198 -0.70249 0.08027
H 1.33645 -0.50301 -1.69355
H 2.16669 0.74336 -0.98589
H -0.46725 -1.71176 0.08300
```

***

Entry 4:
Entry from OMol25: C2H3IrLiO2 as an isolated structure in a non-equilibrium geometry (ωB97M-V/def2-TZVPD).

Charge ... +2
Relative energy (zero: lowest compared OMol25 entry of this formula, charge and spin) ... 17.1 kcal per mole
F_max ... 5.93 eV/Å
Frontier orbital gap (alpha / beta) ... 8.189 / 8.339 eV
Spin multiplicity ... 6
Highest occupied orbital energy (alpha / beta) ... -18.600 / -20.189 eV
DFT total energy ... -339.3891 Eh
⟨S²⟩ ... 8.759

The geometry in XYZ format:
```
9
C2H3IrLiO2 (ωB97M-V/def2-TZVPD)
H 0.09333 1.71262 2.82748
O 0.18755 -0.73405 -2.10203
C -0.76292 -0.46015 -1.29921
C -0.45313 -0.05446 0.02779
O 0.79167 -0.06608 0.40029
Li 1.34964 0.72484 2.08908
Ir 1.83339 -0.62633 -1.10183
H -1.80489 -0.53415 -1.63083
H -1.23464 0.03775 0.78926
```

***

Entry 5:
Entry from OMol25: one molecule with the formula C7Cl8OS in a non-equilibrium geometry (ωB97M-V/def2-TZVPD).

Relative energy (zero: lowest compared OMol25 entry of this formula, charge and spin) ... 26.5 kcal per mole
F_max ... 5.92 eV/Å
Frontier orbital gap ... 8.836 eV
Spin multiplicity ... 1
Highest occupied orbital energy ... -9.643 eV
DFT total energy ... -4421.6132 Eh

The geometry in XYZ format:
```
17
C7Cl8OS (ωB97M-V/def2-TZVPD)
O 0.22451 -2.84744 -0.12955
Cl -0.03366 3.53518 -2.57622
Cl 1.47184 3.50460 0.29844
Cl -1.22780 1.07219 -3.58748
Cl 2.02507 0.83525 1.75117
Cl -1.27293 -1.61872 -2.07890
Cl 0.23299 -3.31841 3.41048
Cl -0.36445 -0.49203 3.18234
Cl -1.97783 -2.33986 1.56606
C 0.05729 2.08143 -1.59818
C 0.66628 2.03377 -0.32514
C -0.57042 1.01590 -1.99925
C 0.80664 0.84464 0.42510
C -0.61429 -0.21746 -1.25052
C 0.19506 -0.25025 -0.06553
S 0.73942 -1.84000 0.79244
C -0.35770 -1.99877 2.18473
```

***

Entry 6:
Entry from OMol25: a 10-piece molecular cluster, C7H34O10 overall in a non-equilibrium geometry (ωB97M-V/def2-TZVPD).

Relative energy (zero: lowest compared OMol25 entry of this formula, charge and spin) ... 87.1 kcal per mole
SMILES string ... CO.CO.CO.CO.CO.CO.CO.O.O.O
F_max ... 2.46 eV/Å
Frontier orbital gap ... 10.682 eV
Spin multiplicity ... 1
Highest occupied orbital energy ... -10.161 eV
DFT total energy ... -1039.4024 Eh

The geometry in XYZ format:
```
51
C7H34O10 (ωB97M-V/def2-TZVPD)
C 4.62057 8.29957 10.18422
O 5.58102 8.04022 9.16962
H 3.89463 7.51799 10.19246
H 5.18203 8.49318 11.09810
H 4.09471 9.19624 9.91476
H 6.00911 7.15723 9.34314
C 10.30806 8.95398 11.48944
O 11.14544 8.60920 10.36970
H 10.58655 9.96038 11.86822
H 9.23714 8.86029 11.17215
H 10.48488 8.31185 12.33360
H 11.15378 9.36413 9.69860
C 13.07309 6.59678 5.47185
O 13.26110 7.31318 6.66914
H 11.97193 6.46808 5.27346
H 13.54318 7.04080 4.57942
H 13.44329 5.57579 5.67548
H 12.60107 8.01452 6.70532
C 9.60022 11.22297 7.61466
O 10.27481 10.04641 8.05766
H 9.42837 11.30578 6.56095
H 8.68623 11.33197 8.15498
H 10.29187 11.98787 7.87971
H 9.66692 9.27063 7.90861
C 9.87327 5.17622 6.34740
O 9.56748 6.23508 5.43997
H 10.72146 4.60147 5.95424
H 10.16815 5.60220 7.31562
H 9.05426 4.46819 6.54932
H 9.21803 6.94794 6.00745
C 5.23106 8.65359 5.77967
O 5.82676 9.27675 6.91948
H 5.72231 8.98558 4.87927
H 5.29325 7.52041 5.77183
H 4.17932 8.99579 5.61040
H 5.53020 8.77589 7.67492
C 6.25173 4.29487 8.35404
O 6.66858 5.27556 9.32480
H 6.30943 3.30814 8.78574
H 5.23073 4.46588 8.05847
H 6.89356 4.27834 7.46522
H 7.58421 5.17037 9.53882
O 11.78542 6.06614 9.22163
H 12.24787 6.36512 8.40323
H 11.50274 6.92714 9.60480
O 8.38808 8.13317 7.45252
H 8.15554 7.53977 8.18598
H 7.60308 8.59889 7.22786
O 9.20797 5.32581 10.04888
H 9.95397 5.43993 9.41268
H 9.59162 4.57131 10.54435
```

***

Question: Which value of F_max does entry 2 give?
Answer: 3.49 eV/Å

***

Question: Look up the DFT total energy of the second one.
Answer: -528.9696 Eh

***

Question: What is the DFT total energy in the fifth record?
Answer: -4421.6132 Eh

***

Question: The highest DFT total energy belongs to which entry?
Answer: C5H7NO